Entry 1:
Below is a 5-piece molecular cluster, C31H55F5O25P3S5 overall in a non-equilibrium geometry, with properties calculated with ωB97M-V/def2-TZVPD.

The strongest force on any atom is 2.2 eV/A. Its spin multiplicity is 1. As for the total energy: -6609.4795 hartree. The HOMO energy is -5.524 eV. Its total charge is -1. For the LUMO energy, the calculation gives 0.0672 Eh. The orbital gap is 7.4 eV.

CARTESIAN COORDINATES (ANGSTROEM)
C -3.25875 -4.00679 -0.87150
C -3.42584 -3.25740 0.46684
C -2.15686 -2.53050 0.97659
C -2.27443 -1.00834 1.15573
P -1.27756 0.23121 0.05861
C -1.50212 1.55217 1.54128
C -0.52493 1.75924 2.65862
O -0.57219 3.19944 3.07275
C -1.25122 3.40144 4.20476
O -2.15802 4.18389 4.32620
C -1.29378 -0.90587 -1.43477
C -1.62016 -0.26908 -2.79420
O -0.76748 -0.74087 -3.85021
C -1.06242 -2.05945 -4.24423
C -2.25446 -2.16421 -5.18433
C -0.16927 1.59423 -0.75592
C 0.97857 1.37339 -1.74694
C 0.81155 2.07522 -3.11519
O 1.34550 0.02229 -1.87783
C 2.55320 -0.18127 -2.55797
C 3.25329 -1.40849 -2.05274
C 3.13160 -2.62919 -2.69561
C 3.80742 -3.74189 -2.23287
C 4.62312 -3.64413 -1.12561
C 4.73939 -2.42907 -0.46818
C 4.06117 -1.32090 -0.93613
P -3.34712 1.27585 -0.57131
P -4.88670 -0.03678 -1.32562
O -4.64260 -1.32932 -1.98446
O -5.85673 -0.25299 -0.06430
O -5.78110 0.95229 -2.25897
S 0.73888 -0.78610 0.97884
O 1.80267 0.20321 1.10736
O 1.12423 -1.93285 0.17498
C 0.82766 -1.73711 2.66531
F 0.43442 -3.01816 2.55606
F 2.20076 -1.82612 2.78631
C 0.46267 -1.25313 4.09341
F 1.11923 -0.13509 4.42004
F 0.86463 -2.20650 4.96122
F -0.85405 -1.09936 4.28589
H -4.08579 -3.78375 -1.54355
H -3.24191 -5.08616 -0.72010
H -2.33858 -3.72460 -1.38029
H -4.27361 -2.57656 0.41431
H -3.69891 -4.01795 1.20156
H -1.30539 -2.84434 0.37355
H -1.96376 -2.95505 1.96336
H -1.94778 -0.77555 2.17268
H -3.32866 -0.71478 1.19833
H -2.48986 1.36581 1.96898
H -1.66003 2.52142 1.06311
H 0.52485 1.55879 2.48313
H -0.83598 1.21826 3.54926
H -0.87976 2.82329 5.06854
H -0.36820 -1.44637 -1.61312
H -2.05804 -1.66738 -1.29506
H -2.63993 -0.52362 -3.08256
H -1.51782 0.81222 -2.82143
H -0.16979 -2.43199 -4.75352
H -1.22264 -2.72996 -3.39333
H -3.18199 -1.96477 -4.64376
H -2.33934 -3.19747 -5.52742
H -2.17091 -1.48436 -6.02904
H 0.27214 2.11309 0.09489
H -0.83074 2.35826 -1.17013
H 1.86251 1.87002 -1.31830
H 1.70176 2.64759 -3.37347
H -0.03144 2.76734 -3.10928
H 0.62789 1.34808 -3.90560
H 3.23044 0.67713 -2.46338
H 2.35843 -0.28566 -3.63081
H 2.50506 -2.70592 -3.57503
H 3.71486 -4.68590 -2.75284
H 5.16659 -4.51132 -0.77499
H 5.38404 -2.35897 0.39763
H 4.16987 -0.37697 -0.41804
H -3.12912 2.02356 -1.75237
H -6.32896 0.57380 0.09041
H -5.23317 1.68921 -2.55161
C -5.91715 2.99418 5.06532
C -6.97217 3.61187 4.16973
O -6.75159 2.99134 2.89810
S -6.24410 1.48814 3.10226
O -7.34496 0.60160 2.98072
O -5.06446 1.31620 2.34396
O -5.87088 1.61996 4.65150
H -4.93457 3.44211 4.90252
H -6.17586 3.04552 6.11915
H -6.86681 4.68808 4.07047
H -7.98201 3.36855 4.50739
C 5.18282 3.75918 -4.82224
C 5.77652 3.06759 -6.03415
O 6.37703 1.88048 -5.50019
S 5.51179 1.35288 -4.25655
O 4.63980 0.33462 -4.71016
O 6.38993 1.15675 -3.16329
O 4.66424 2.68727 -4.02744
H 5.94495 4.28508 -4.24434
H 4.37811 4.44384 -5.07450
H 6.53420 3.66381 -6.53430
H 5.00399 2.77710 -6.74904
C 2.95148 -6.32107 3.73487
C 1.99051 -5.58256 2.82887
O 2.21271 -6.18340 1.53947
S 2.57819 -7.71834 1.70569
O 1.42380 -8.52424 1.52422
O 3.76581 -7.98521 0.97699
O 2.90811 -7.67958 3.27089
H 3.97174 -5.94916 3.62589
H 2.65838 -6.28405 4.78020
H 2.18695 -4.51827 2.78132
H 0.95168 -5.75147 3.11648
C 1.38224 5.83921 2.61427
C 2.83488 5.60273 2.96770
O 3.54357 5.93432 1.76303
S 2.79520 7.11912 1.00252
O 3.40688 8.35895 1.32852
O 2.61390 6.73822 -0.35062
O 1.41579 7.02203 1.79102
H 0.97142 5.01401 2.03363
H 0.75519 6.01689 3.48281
H 3.03993 4.57261 3.24322
H 3.17426 6.27168 3.76145


Entry 2:
Below is C31H56ClFeN7O5 as an isolated structure in a non-equilibrium geometry, with properties calculated with ωB97M-V/def2-TZVPD.

The strongest force on any atom is 5.1 eV/A. Its spin multiplicity is 7. As for the total energy: -3697.6674 hartree. The HOMO energy (alpha / beta) is -6.960 / -10.932 eV. For the LUMO energy (alpha / beta), the calculation gives -0.0196 / -0.1394 Eh. The orbital gap (alpha / beta) is 6.4 / 7.1 eV.

CARTESIAN COORDINATES (ANGSTROEM)
Fe 0.27288 0.64710 -4.16879
Cl 0.43018 0.61738 -0.53162
O 0.94299 -0.45445 0.25666
O 1.42749 1.69019 -0.54760
O 0.27151 0.07360 -1.85172
O -0.81303 1.06852 0.01395
C 4.04363 1.92200 -5.53355
C 3.65627 1.00460 -4.35081
C 3.90718 1.74841 -3.02224
O 2.27248 0.56122 -4.35798
H 3.96361 1.55946 -6.55837
H 5.09510 2.17101 -5.39036
H 3.44796 2.82584 -5.40570
H 4.34529 0.16737 -4.46211
H 4.91620 2.07376 -2.76899
H 3.73008 1.04193 -2.21131
H 3.24721 2.60368 -2.87714
C 2.21433 2.95152 3.54582
C 1.21693 3.43015 2.45003
C -0.00304 4.22525 2.90526
C 0.16083 5.47338 3.66041
N 0.31060 6.47504 4.27123
H 3.19397 2.67498 3.15602
H 1.71991 2.10023 4.01376
H 2.32616 3.72536 4.30527
H 0.89468 2.55267 1.88943
H 1.73769 4.03513 1.70780
H -0.63386 3.57163 3.50772
H -0.68798 4.51317 2.10773
C -3.13647 4.03038 1.12182
C -3.72320 2.59779 1.46476
C -4.35890 1.96833 0.19748
C -5.53805 2.71070 -0.25126
N -6.44897 3.30486 -0.62195
H -2.28099 3.82525 0.47826
H -2.74498 4.54251 2.00077
H -3.83067 4.72624 0.65071
H -4.47330 2.68074 2.25125
H -2.97925 1.88375 1.81799
H -4.73207 0.97795 0.45821
H -3.58062 1.88156 -0.56072
C -4.96588 -0.34998 -2.19467
C -5.25246 0.83312 -3.12556
C -4.39898 0.78460 -4.35212
C -2.95796 0.77480 -4.08967
N -1.78722 0.67792 -3.91486
H -4.03742 -0.37528 -1.62421
H -4.91011 -1.30493 -2.71724
H -5.80069 -0.41112 -1.49648
H -5.05487 1.75387 -2.57669
H -6.30372 0.89823 -3.40612
H -4.65028 1.64701 -4.96953
H -4.48752 -0.15000 -4.90598
C 5.66563 -0.27511 1.26090
C 4.18004 -0.63477 1.17149
C 3.37746 -0.73246 2.45223
C 3.95713 -1.65147 3.44876
N 4.41395 -2.37640 4.26913
H 5.76480 0.73947 1.64678
H 6.11190 -0.15817 0.27334
H 6.26234 -0.95549 1.86845
H 4.21122 -1.58829 0.64430
H 3.73555 0.06762 0.46639
H 2.35051 -1.09724 2.43223
H 3.26391 0.22445 2.96169
C 1.52653 -4.68973 -2.34575
C 1.63159 -3.18374 -2.23423
C 2.64301 -2.76770 -1.15342
C 3.99928 -3.32597 -1.20546
N 5.02652 -3.78087 -1.28906
H 2.36173 -5.16871 -2.85673
H 0.71407 -4.98817 -3.00827
H 1.39080 -5.23374 -1.41100
H 0.66162 -2.69829 -2.12658
H 2.09443 -2.78548 -3.13716
H 2.33877 -3.04639 -0.14452
H 2.76158 -1.68477 -1.18967
C -1.66203 -5.42520 -0.12977
C -2.01005 -4.23563 0.70588
C -1.41774 -2.89112 0.16182
C -1.77902 -2.59985 -1.25846
N -2.12343 -2.40229 -2.35212
H -0.60041 -5.66367 -0.06501
H -1.83687 -5.37018 -1.20425
H -2.16848 -6.30950 0.25704
H -1.65322 -4.30477 1.73349
H -3.08386 -4.12364 0.85590
H -0.33014 -2.87241 0.23169
H -1.81487 -2.04340 0.72018
C -1.77443 0.60003 4.43684
C -1.03940 -0.08028 3.23916
C -0.55016 -1.49334 3.59790
C -1.61489 -2.37206 3.95694
N -2.49111 -3.03729 4.29073
H -1.22602 0.61304 5.37874
H -2.75618 0.15545 4.59993
H -1.96372 1.63930 4.16815
H -0.12758 0.38834 2.86892
H -1.74029 -0.00189 2.40807
H 0.14188 -1.37355 4.43146
H 0.00497 -1.96313 2.78597


Entry 3:
Below is C31H56N3O2OsP2 as an isolated structure in a non-equilibrium geometry, with properties calculated with ωB97M-V/def2-TZVPD.

The strongest force on any atom is 6.0 eV/A. Its spin multiplicity is 5. As for the total energy: -2301.9868 hartree. The HOMO energy (alpha / beta) is -14.811 / -17.941 eV. Its total charge is +3. For the LUMO energy (alpha / beta), the calculation gives -0.3110 / -0.4251 Eh. The orbital gap (alpha / beta) is 6.3 / 6.4 eV.

CARTESIAN COORDINATES (ANGSTROEM)
C -2.39964 0.93805 -1.45939
C -2.82624 -1.26835 -0.60569
C -3.60074 0.96875 -2.16069
C -4.09644 -1.23505 -1.28739
C -4.46844 -0.15005 -2.04889
H -3.86364 1.84125 -2.76439
H -4.74894 -2.10855 -1.19519
H -5.43204 -0.14955 -2.57099
N -2.01524 -0.12165 -0.68949
P -0.60774 2.35845 0.13311
P -0.67814 -2.46185 0.57781
C -1.44264 2.10875 -1.52619
H -0.62844 1.85995 -2.22849
H -1.94934 3.01155 -1.90719
C -2.38584 -2.39625 0.09851
H -3.01424 -3.29295 0.07061
C 0.21866 -3.45165 -0.82919
C -0.56724 -3.52615 2.17111
C 0.91626 3.51795 -0.20559
C -1.94164 3.29545 1.14241
C 1.74496 -3.27075 -0.71809
H 2.16276 -3.83585 0.12821
H 2.23226 -3.64745 -1.63769
H 2.01886 -2.21365 -0.57879
C -0.12124 -4.95245 -0.87839
H 0.30406 -5.51345 -0.03069
H -1.21224 -5.11735 -0.90369
H 0.30226 -5.38595 -1.80549
C -0.31184 -2.83265 -2.14219
H 0.28586 -3.21495 -2.99259
H -1.36414 -3.11465 -2.30559
H -0.26524 -1.73385 -2.13999
C 0.88096 -3.98935 2.41951
H 1.58346 -3.13825 2.39481
H 0.94286 -4.44815 3.42421
H 1.21466 -4.74655 1.69201
C -0.99824 -2.66435 3.36911
H -0.29604 -1.83555 3.54651
H -2.00904 -2.25245 3.22701
H -1.00974 -3.30105 4.27411
C -1.53144 -4.72985 2.11011
H -1.31234 -5.42485 1.28791
H -1.45194 -5.29495 3.05831
H -2.57484 -4.38695 2.01171
C -1.41294 3.47925 2.58011
H -2.18814 3.98025 3.18941
H -1.18084 2.51585 3.05561
H -0.50714 4.10825 2.60901
C -3.21764 2.41805 1.14411
H -3.74404 2.48405 0.17851
H -3.02134 1.35785 1.34621
H -3.89474 2.79695 1.93151
C -2.36074 4.66005 0.54961
H -3.32274 4.95225 1.00951
H -1.64244 5.46275 0.75981
H -2.52574 4.60785 -0.54099
C 1.27596 3.47395 -1.70299
H 0.49936 3.94465 -2.32909
H 2.21826 4.03235 -1.86009
H 1.43036 2.44455 -2.05409
C 2.08486 2.93765 0.61711
H 2.32716 1.91135 0.30151
H 2.98026 3.57295 0.47861
H 1.84796 2.90295 1.69361
C 0.74456 5.00285 0.16671
H 0.00056 5.50725 -0.46829
H 0.47246 5.15025 1.22301
H 1.71566 5.50755 0.00391
Os -0.23174 -0.03085 0.62991
C -1.28634 0.09935 2.23411
O -1.89504 0.24735 3.22771
N 1.00106 -0.02165 -1.09479
C 1.72466 -0.04155 -2.01719
C 2.62526 -0.05745 -3.18609
C 2.11606 -1.09735 -4.21599
C 2.61866 1.35745 -3.82179
C 4.05136 -0.44455 -2.71569
H 2.11506 -2.11115 -3.78619
H 1.09496 -0.85645 -4.54939
H 2.78846 -1.08495 -5.09119
H 2.98976 2.11605 -3.11369
H 3.27626 1.35565 -4.70779
H 1.60096 1.63905 -4.13869
H 4.72186 -0.46945 -3.59189
H 4.44686 0.28435 -1.99129
H 4.05066 -1.44175 -2.24549
C 3.23056 -0.09505 3.25511
C 1.80766 0.29565 2.97161
N 1.08486 0.85865 3.96781
O 1.38596 0.03535 1.83671
H 3.52476 0.14105 4.29991
H 3.91846 0.42475 2.55911
H 3.33356 -1.19395 3.11651
H 0.13176 1.16795 3.86991
H 1.51196 1.01865 4.89171


Entry 4:
Below is a 8-piece molecular cluster, C31H56O13 overall, with properties calculated with ωB97M-V/def2-TZVPD.

The strongest force on any atom is 0.5 eV/A. For the energy above the lowest of the compared OMol25 structures with the same formula, charge and spin, the calculation gives 0.00 kJ/mol. Its spin multiplicity is 1. As for the SMILES: CCOCCOC1=C(OCC)C(=O)OC1=O.CC(C)=O.CC(C)=O.CC(C)=O.CC(C)=O.CC(C)=O.CC(C)=O.CC(C)=O. As for the total energy: -2192.8809 hartree. The HOMO energy is -8.580 eV. For the LUMO energy, the calculation gives 0.0073 Eh. The orbital gap is 8.8 eV.

CARTESIAN COORDINATES (ANGSTROEM)
C -3.25684 -2.65639 -0.22527
C -2.51468 -3.83812 -0.84372
O -1.63008 -3.44734 -1.87917
C -0.44517 -2.84219 -1.39738
C 0.79233 -3.44068 -2.05862
O 0.69401 -4.85338 -2.31885
C 0.31334 -5.61806 -1.30632
C 0.49230 -5.53967 0.02595
O 1.13772 -4.56484 0.68721
C 1.65106 -4.82422 2.00676
C 2.98048 -4.09811 2.12878
C -0.23121 -6.67791 0.64261
O -0.39819 -6.94503 1.79421
O -0.75294 -7.46111 -0.36555
C -0.46778 -6.85221 -1.58530
O -0.81356 -7.31944 -2.61730
H -2.64917 -2.13684 0.51531
H -4.16061 -3.01241 0.27385
H -3.54689 -1.94746 -1.00385
H -1.95584 -4.36138 -0.05370
H -3.21235 -4.56147 -1.27416
H -0.45096 -1.78699 -1.66323
H -0.36893 -2.89040 -0.30603
H 1.67695 -3.22696 -1.45454
H 0.94788 -2.99564 -3.04133
H 1.77846 -5.89476 2.15739
H 0.93026 -4.44645 2.73526
H 2.92798 -3.12511 1.63852
H 3.77953 -4.68588 1.67102
H 3.23676 -3.97490 3.18304
C 3.11257 0.86866 -1.24302
C 2.29966 0.07116 -0.25155
C 2.61187 0.24137 1.21272
O 1.40189 -0.65868 -0.60084
H 2.76309 0.65865 -2.25173
H 3.01060 1.93517 -1.03444
H 4.16947 0.60852 -1.15696
H 2.46744 1.28003 1.50636
H 3.64403 -0.04044 1.43185
H 1.93289 -0.38071 1.79020
C -3.34326 1.18078 -2.96002
C -2.39344 0.21006 -3.61847
C -2.68990 -0.14172 -5.05224
O -1.44658 -0.25197 -3.02364
H -3.03247 1.35982 -1.93295
H -3.35457 2.11765 -3.52033
H -4.35614 0.77380 -2.96610
H -2.66115 0.76925 -5.65278
H -3.68528 -0.58138 -5.13392
H -1.95085 -0.85040 -5.42008
C -4.24082 1.05964 3.82454
C -3.83149 -0.30211 3.31497
C -3.06547 -1.17437 4.28046
O -4.09975 -0.67061 2.19552
H -4.77993 1.59549 3.04687
H -4.87700 0.95421 4.70491
H -3.35709 1.62841 4.11974
H -3.66322 -1.35661 5.17526
H -2.14787 -0.67222 4.59455
H -2.82388 -2.12223 3.80451
C -0.32072 3.74899 3.23160
C 0.99232 3.20875 3.73688
C 1.82311 4.12934 4.59510
O 1.35683 2.08408 3.47532
H -0.82281 2.99403 2.63129
H -0.95708 4.02633 4.07405
H -0.15172 4.64284 2.62835
H 1.25633 4.42378 5.48027
H 2.07177 5.03643 4.04151
H 2.73850 3.62663 4.89809
C -0.30161 -0.17309 8.20837
C -0.56237 0.37697 6.82737
C 0.57338 0.31981 5.83640
O -1.63708 0.84573 6.52531
H -1.19376 -0.07208 8.82131
H -0.02029 -1.22562 8.14355
H 0.52530 0.36517 8.67511
H 0.88467 -0.71585 5.68504
H 1.43258 0.88188 6.20638
H 0.24521 0.73617 4.89322
C 0.00212 3.38817 -5.97763
C -1.36077 3.86762 -5.55026
C -1.42701 5.24063 -4.93048
O -2.34877 3.18188 -5.69052
H -0.07839 2.39192 -6.40744
H 0.42870 4.07360 -6.71125
H 0.67230 3.36788 -5.11779
H -1.05322 5.98561 -5.63459
H -0.79235 5.27778 -4.04355
H -2.45400 5.47448 -4.65990
C 4.09452 3.63448 -3.69405
C 3.70788 4.38719 -4.94447
C 4.64794 4.27447 -6.11896
O 2.69382 5.04303 -5.00111
H 3.34263 3.79249 -2.92446
H 4.17787 2.56756 -3.90936
H 5.06478 3.98037 -3.33324
H 4.75063 3.22941 -6.41651
H 5.63770 4.64268 -5.84363
H 4.26386 4.85455 -6.95430


Q: Number 4 is which compound?
A: C31H56O13


Q: Which value of strongest force on any atom does entry 2 give?
A: 5.1 eV/A


Q: Among the records above, which one has the lowest strongest force on any atom?
A: C31H56O13